No. 1
Computed, not measured: a structure of composition C40H31OP2ReS6, with ωB97M-V/def2-TZVPD.

XYZ file:
```
81
Properties=species:S:1:pos:R:3:mulliken_spin:R:1
Re 0.09255 0.01412 0.18720 1.826
O 2.87860 0.60430 -0.91564 0.017
S 1.64370 0.10568 -1.51640 0.026
C 1.90702 -1.47668 -2.24633 -0.036
C 3.06075 -1.73560 -2.97392 0.004
C 3.19994 -2.98767 -3.55268 0.001
C 2.20867 -3.95136 -3.39291 0.000
C 1.08770 -3.69284 -2.61721 -0.004
C 0.93128 -2.44072 -2.02879 -0.005
P -0.39546 -2.11278 -0.83789 0.138
C -0.42634 -3.58620 0.19119 -0.022
C 0.58038 -3.76139 1.14166 0.001
C 0.66317 -4.95432 1.84090 0.003
C -0.25327 -5.97063 1.59283 -0.001
C -1.25553 -5.79661 0.64655 0.002
C -1.34722 -4.60539 -0.05898 -0.004
C -1.95454 -1.98020 -1.71507 -0.023
C -1.98664 -1.79770 -3.09734 0.028
C -3.21045 -1.69346 -3.74470 0.006
C -4.39057 -1.77572 -3.01792 0.006
C -4.36001 -1.94618 -1.63718 0.009
C -3.14490 -2.03980 -0.98159 0.007
C 1.12195 1.14973 -2.85910 -0.029
C 1.77017 1.16821 -4.08575 0.006
C 1.35783 2.09199 -5.03582 0.002
C 0.31703 2.97215 -4.76333 0.005
C -0.32627 2.94550 -3.53355 -0.007
C 0.08701 2.03439 -2.56905 0.023
P -0.65862 1.95040 -0.93556 -0.053
C 0.20145 3.05193 0.19322 -0.017
C -0.42063 3.45197 1.38436 0.049
C 0.25857 4.26899 2.26896 0.001
C 1.56112 4.67100 1.98866 0.004
C 2.18655 4.26390 0.81749 -0.002
C 1.51206 3.45780 -0.08323 -0.005
C -2.37855 2.40466 -1.09353 -0.048
C -3.23298 1.49965 -1.73047 -0.001
C -4.54390 1.86054 -1.98577 0.001
C -5.00348 3.11981 -1.61735 -0.001
C -4.15085 4.02594 -1.00200 0.001
C -2.83491 3.67630 -0.74048 -0.003
H 3.84371 -0.99244 -3.05646 -0.001
H 4.09233 -3.21896 -4.11844 0.000
H 2.32978 -4.92561 -3.84713 0.000
H 0.35716 -4.47380 -2.44466 0.000
H 1.30266 -2.97594 1.33771 0.008
H 1.44800 -5.09715 2.57174 0.000
H -0.18169 -6.90389 2.13579 0.000
H -1.96144 -6.59227 0.44928 0.000
H -2.12054 -4.48446 -0.80622 0.003
H -1.06761 -1.75517 -3.66885 -0.001
H -3.24171 -1.56857 -4.81868 0.000
H -5.34155 -1.71852 -3.53152 0.000
H -5.28394 -2.01433 -1.07844 0.000
H -3.12272 -2.19035 0.09255 -0.023
H 2.57232 0.48052 -4.31220 0.000
H 1.84857 2.11936 -5.99935 0.000
H 0.00346 3.68247 -5.51652 0.000
H -1.14401 3.62536 -3.32880 0.000
H -1.44248 3.15404 1.59289 -0.008
H -0.22914 4.61688 3.17017 -0.001
H 2.08572 5.31569 2.68134 0.000
H 3.19623 4.58397 0.60015 0.000
H 2.00457 3.15804 -0.99892 0.003
H -2.87204 0.52700 -2.04443 0.011
H -5.20770 1.16481 -2.48097 0.000
H -6.02812 3.40016 -1.82234 0.000
H -4.50631 5.01179 -0.73474 0.000
H -2.17140 4.39942 -0.28519 0.001
C -2.06636 -2.90070 3.08993 0.011
S -0.63304 -2.72123 4.18485 0.002
C -0.85156 -1.01972 4.55509 0.082
C -0.38958 0.04045 3.79229 0.132
S 0.72503 -0.10005 2.43622 0.079
S -0.70697 1.59121 4.42426 0.137
C -1.56140 1.08962 5.82978 -0.168
S -2.16402 2.15635 6.93837 0.648
S -1.65904 -0.61050 5.99160 0.170
H -2.00338 -3.90814 2.68188 -0.001
H -2.01112 -2.17865 2.27578 0.013
H -2.99143 -2.79089 3.65097 0.000
```

## Properties
- calculated total energy (Ha) = -4767.23589
- E_LUMO (alpha / beta) (Eh) = -0.34307 / -0.40387
- HOMO-LUMO gap (alpha / beta) (eV) = 7.0477 / 5.4431
- multiplicity = 4
- HOMO level (alpha / beta) (eV) = -16.4 / -16.4
- total charge = +3

***

No. 2
Computed, not measured: a structure of composition C40H32I2N4O4S2Tc in a non-equilibrium geometry, with ωB97M-V/def2-TZVPD.

XYZ file:
```
85
Properties=species:S:1:pos:R:3:mulliken_spin:R:1
Tc 0.11168 0.12198 1.69376 1.804
C -2.34156 2.57142 2.14607 0.013
C -2.34524 1.12693 1.78243 -0.031
N -1.69766 0.72545 0.70519 0.053
N -2.22936 -0.15712 -0.16472 0.035
C -1.43889 -0.95606 -0.78335 0.016
S 0.23220 -1.14841 -0.37764 0.035
S -2.11534 -1.90599 -2.10596 0.005
C -3.53429 -2.67165 -1.20302 -0.001
C -3.14403 -4.03536 -0.72116 -0.004
C -3.38946 -5.15211 -1.51599 0.000
C -2.96416 -6.41044 -1.12012 0.000
C -2.28327 -6.56714 0.07854 0.000
C -2.05085 -5.46150 0.88405 -0.004
C -2.47402 -4.20215 0.48726 0.005
C -3.10824 0.13725 2.53299 0.008
C -4.39975 0.33016 3.02154 -0.002
C -5.04532 -0.66992 3.72035 0.011
C -4.38844 -1.87760 3.95350 -0.008
C -3.09826 -2.08228 3.50854 0.009
C -2.41897 -1.07569 2.80482 0.012
O -1.15298 -1.22048 2.47835 0.003
H -2.90176 3.11562 1.38198 -0.003
H -1.32640 2.96437 2.13228 0.002
H -2.79459 2.73241 3.12206 0.000
H -4.35841 -2.71237 -1.91227 0.000
H -3.77529 -1.98558 -0.39553 -0.001
H -3.91540 -5.02786 -2.45573 0.000
H -3.16914 -7.27058 -1.74504 0.000
H -1.93809 -7.54788 0.38003 0.000
H -1.54220 -5.58411 1.83258 0.000
H -2.27826 -3.34188 1.11885 0.007
H -4.90531 1.26555 2.81102 0.001
H -6.05488 -0.52225 4.07951 0.001
H -4.89323 -2.66241 4.50273 -0.001
H -2.57186 -3.00543 3.71677 0.002
I 1.11553 4.00652 4.94449 0.048
C 2.18170 2.24952 4.60952 0.200
C 3.44352 2.03673 5.13755 -0.104
C 4.11387 0.84737 4.90647 0.270
I 5.99283 0.58758 5.80122 0.042
C 3.56970 -0.17454 4.07575 -0.027
C 4.17128 -1.40997 3.76537 0.089
C 3.52699 -2.28338 2.92414 -0.036
C 2.30478 -1.92567 2.35291 0.081
N 1.73322 -0.75963 2.60769 -0.041
C 2.32200 0.08423 3.48396 0.112
C 1.55812 1.27418 3.79135 0.101
O 0.38788 1.39236 3.33066 0.255
H 3.90090 2.81000 5.73807 0.002
H 5.13494 -1.66386 4.18455 0.009
H 3.96251 -3.24031 2.67629 0.000
H 1.78581 -2.58058 1.66408 0.001
C 1.10722 -0.10831 -6.43163 0.000
C 0.46747 1.00945 -5.65080 0.000
C -0.66342 1.62871 -6.16629 0.000
C -1.31463 2.62260 -5.45294 0.000
C -0.81582 3.02089 -4.23122 0.000
C 0.35207 2.44865 -3.71554 0.000
N 0.77015 2.91533 -2.46250 -0.003
C 2.05923 3.12714 -2.00833 0.000
C 3.07301 3.54589 -2.87680 0.001
C 4.35307 3.76954 -2.40472 0.000
C 4.65101 3.59916 -1.05969 0.000
C 3.65157 3.20564 -0.18367 0.001
C 2.36378 2.97179 -0.63797 0.005
C 1.27074 2.45791 0.25068 0.016
O 0.18573 3.03417 0.28670 0.010
O 1.55627 1.36988 0.89210 -0.001
C 0.99386 1.40962 -4.41411 0.000
C 2.18066 0.67828 -3.84661 0.003
H 0.58130 -0.26063 -7.37258 0.000
H 1.07527 -1.04648 -5.87393 0.000
H 2.15415 0.11297 -6.64901 0.000
H -1.04786 1.31886 -7.13068 0.000
H -2.20422 3.09148 -5.85358 0.000
H -1.30629 3.79523 -3.65404 0.000
H 0.05170 3.08818 -1.77449 -0.002
H 2.82969 3.70989 -3.91906 0.000
H 5.12649 4.09257 -3.09033 0.000
H 5.65515 3.77535 -0.69642 0.000
H 3.87044 3.07194 0.86943 0.000
H 3.11893 1.10132 -4.21583 0.000
H 2.14865 -0.37136 -4.13422 -0.001
H 2.20011 0.72689 -2.76066 0.000
```

## Properties
- calculated total energy (Ha) = -3536.03618
- E_LUMO (alpha / beta) (Eh) = -0.05809 / -0.14654
- HOMO-LUMO gap (alpha / beta) (eV) = 5.4017 / 2.9721
- multiplicity = 4
- HOMO level (alpha / beta) (eV) = -7.0 / -7.0
- total charge = 0

***

No. 3
Computed, not measured: a structure of composition C40H32ILiN4PS3Te in a non-equilibrium geometry, with ωB97M-V/def2-TZVPD.

XYZ file:
```
83
Properties=species:S:1:pos:R:3:lowdin_charge:R:1
Li 2.93635 -0.24129 0.60915 0.260
I -1.00223 0.23372 2.18787 1.050
C -2.25773 -1.38055 2.58274 -0.644
C -2.09220 -2.04524 3.78635 -0.174
C -2.98438 -3.04942 4.25327 -0.071
C -4.06784 -3.38110 3.46191 -0.045
C -4.25825 -2.77118 2.19227 -0.163
C -5.41704 -3.10057 1.44775 -0.049
C -5.71724 -2.48374 0.24598 -0.053
C -4.69006 -1.63653 -0.29926 -0.103
C -3.48827 -1.38707 0.32527 -0.320
P -2.05910 -1.02517 -0.73285 1.052
C -2.18917 0.73028 -1.19433 -0.446
C -0.99341 1.20433 -1.71371 -0.124
C -0.90501 2.49799 -2.27142 -0.066
C -2.07567 3.30083 -2.32642 -0.090
C -3.25148 2.82297 -1.71752 -0.070
C -3.31466 1.48923 -1.22470 -0.088
C -2.52081 -1.75294 -2.32564 -0.356
C -2.65922 -0.96228 -3.46571 -0.084
C -2.95780 -1.50429 -4.72253 -0.091
C -3.14266 -2.85015 -4.85140 -0.105
C -2.89747 -3.69195 -3.75723 -0.105
C -2.71042 -3.15253 -2.52462 -0.105
C -3.29471 -1.80883 1.71452 -0.202
H -1.32107 -1.73363 4.47129 0.078
H -2.85202 -3.45225 5.24117 0.093
H -4.87489 -3.95620 3.83679 0.092
H -6.17567 -3.70407 1.83713 0.085
H -6.66849 -2.70383 -0.25919 0.104
H -4.91968 -1.24086 -1.26970 0.096
H -0.04844 0.65024 -1.72235 0.086
H 0.04122 2.86796 -2.61035 0.097
H -2.11993 4.31787 -2.77674 0.109
H -4.13106 3.47036 -1.65064 0.097
H -4.27125 1.24581 -0.86840 0.085
H -2.42183 0.08673 -3.46009 0.090
H -2.98745 -0.78498 -5.51405 0.096
H -3.39532 -3.27723 -5.84482 0.108
H -3.08889 -4.73441 -3.86112 0.092
H -2.58530 -3.85085 -1.70281 0.107
N 3.50259 1.49397 -2.22658 0.110
C 2.83058 0.32539 -2.33598 -0.713
N 2.76560 -0.56345 -1.38001 0.022
C 1.87994 -1.55697 -1.72163 -0.338
C 1.32869 -1.50666 -2.97676 -0.361
S 2.06126 -0.18032 -3.79455 1.026
C 1.39240 -2.39436 -0.59375 -0.373
C 0.72531 -3.55569 -0.70518 -0.394
S 0.34768 -4.09353 0.85704 1.020
C 1.10567 -2.67861 1.57281 -0.699
N 1.64563 -1.91851 0.66389 0.014
N 1.18238 -2.44900 2.92977 0.089
H 3.70018 1.68557 -1.22895 0.086
H 3.25507 2.30368 -2.77351 0.095
H 0.49720 -2.07398 -3.38740 0.074
H 0.34514 -3.98909 -1.56739 0.051
H 0.78311 -3.19574 3.49291 0.092
H 2.01273 -1.90938 3.18515 0.046
S 1.58957 1.65716 1.09792 0.356
C 1.32424 3.19322 0.28535 -0.705
C 0.05519 3.80751 0.33162 -0.155
C -0.24292 5.01520 -0.27986 -0.121
C 0.74381 5.66340 -1.01281 -0.135
C 2.03414 5.19365 -0.94693 -0.115
C 2.30585 3.91826 -0.41574 -0.142
H -0.73432 3.30828 0.88362 0.078
H -1.23062 5.36181 -0.20719 0.083
H 0.52963 6.58102 -1.58915 0.097
H 2.89131 5.63184 -1.47259 0.097
H 3.27332 3.50440 -0.54596 0.062
Te 4.97185 -1.48896 2.08074 0.532
C 5.82160 0.21554 2.97413 -0.750
C 5.04357 1.37450 3.20070 -0.166
C 5.60265 2.50507 3.82098 -0.132
C 6.91822 2.59443 4.15904 -0.133
C 7.71474 1.49334 3.81070 -0.100
C 7.17777 0.30009 3.25468 -0.173
H 3.97045 1.41701 2.96412 0.045
H 4.91421 3.32851 4.03913 0.099
H 7.30616 3.45287 4.67501 0.085
H 8.69174 1.52960 4.18235 0.064
H 7.79718 -0.55626 3.17441 0.064
```

## Properties
- calculated total energy (Ha) = -3871.78576
- E_LUMO (Eh) = 0.07202
- HOMO-LUMO gap (eV) = 5.5924
- multiplicity = 1
- HOMO level (eV) = -3.6
- total charge = -1

***

Q: multiplicity of number 3 (C40H32ILiN4PS3Te)?
A: 1

***

Q: Which value of total charge does entry 1 give?
A: +3

***

Q: What is the formula in the second record?
A: C40H32I2N4O4S2Tc

***

Q: Among the records above, which one has the highest calculated total energy?
A: C40H32I2N4O4S2Tc